(1)
# BrClFNO

A cluster of 2 separate species, BrClFNO in total (wB97M-V/def2-TZVPD, the OMol25 dataset).

Structure (XYZ):
```
5
Properties=species:S:1:pos:R:3:mulliken_charge:R:1
N 1.382 1.234 0.253 0.348
O 1.891 0.305 -0.119 -0.020
F -1.880 0.472 0.891 -0.270
Cl 0.804 -1.303 -0.644 -0.322
Br -2.197 -0.709 -0.381 0.264
```

Values from the calculation:
* energy: -88813.966 eV
* net charge: 0
* highest occupied orbital energy (alpha / beta): -0.35548 / -0.35545 Ha
* relative energy (zero: lowest compared OMol25 entry of this formula, charge and spin): 58.2 kcal per mole

(2)
# C13H30FeN4O2PS4SbTe

A structure of composition C13H30FeN4O2PS4SbTe (wB97M-V/def2-TZVPD, the OMol25 dataset).

Structure (XYZ):
```
57
Properties=species:S:1:pos:R:3:mulliken_spin:R:1
Fe -0.970 -1.005 -0.402 3.905
S 0.278 -4.076 2.438 0.003
Sb -0.956 -3.956 0.488 0.020
S 0.512 -2.542 -1.000 0.388
S -2.543 -2.085 0.836 0.340
C -1.074 4.105 -1.656 -0.001
N -1.095 2.817 -1.016 -0.003
C -2.227 2.191 -0.665 0.010
N -3.417 2.881 -0.794 0.001
O -2.252 1.046 -0.197 0.008
H -0.056 4.490 -1.636 0.000
H -1.702 4.819 -1.121 0.000
H -1.396 4.071 -2.703 0.001
H -0.293 2.181 -1.095 -0.001
H -3.501 3.524 -1.566 0.001
H -4.200 2.253 -0.689 0.000
Te -2.218 -0.488 -2.766 0.242
C -1.634 -1.878 -4.237 -0.008
C -1.060 -3.119 -4.173 0.009
C -0.896 -3.718 -5.461 -0.002
C -1.349 -2.930 -6.476 0.003
S -1.968 -1.465 -5.860 0.003
H -0.759 -3.573 -3.244 0.001
H -0.463 -4.696 -5.616 0.000
H -1.346 -3.145 -7.531 0.001
C 2.847 -0.518 0.532 -0.006
P 2.331 0.484 -0.839 -0.005
C 3.280 1.997 -0.692 0.001
C 2.920 -0.308 -2.321 -0.002
O 0.856 0.809 -0.909 0.034
H 3.919 -0.388 0.688 0.001
H 2.607 -1.564 0.348 0.003
H 2.302 -0.226 1.436 0.001
H 4.347 1.809 -0.790 0.001
H 3.085 2.439 0.286 0.000
H 2.971 2.701 -1.465 0.000
H 4.006 -0.398 -2.309 -0.001
H 2.608 0.280 -3.186 -0.001
H 2.468 -1.298 -2.396 0.003
C 0.697 1.090 4.317 0.001
C -0.084 -0.166 3.944 -0.003
C -1.583 0.086 4.104 -0.001
C 0.340 -1.321 4.847 0.000
N 0.296 -0.562 2.572 0.021
N -0.449 0.043 1.527 0.009
H 0.411 1.464 5.301 0.000
H 0.512 1.894 3.597 0.000
H 1.767 0.879 4.317 0.000
H -1.814 0.236 5.160 0.001
H -2.159 -0.771 3.747 0.003
H -1.921 0.975 3.568 0.001
H 0.277 -1.031 5.898 0.000
H 1.370 -1.608 4.629 0.000
H -0.274 -2.204 4.676 0.000
H 0.245 -1.579 2.469 0.009
H -0.140 0.994 1.352 0.003
H -1.450 0.061 1.735 0.006
```

Values from the calculation:
* energy: -124877.494 eV
* net charge: -1
* ⟨S²⟩: 8.774
* spin multiplicity: 6
* highest occupied orbital energy (alpha / beta): -0.14242 / -0.14003 Ha